[1]
The following is a DFT calculation (ωB97M-V with the def2-TZVPD basis set) of a molecular structure, C52H62Cl3N4O2P2Tl.

```
! RIJCOSX wB97M-V def2-TZVPD def2/J DEFGRID3
* xyz -2 1
Tl -0.3805 -0.3116 0.6380
Cl 4.3148 -0.2611 6.7175
C 3.5630 -0.2779 5.1283
C 2.1926 -0.1466 5.0114
C 1.6192 -0.1739 3.7551
Cl -0.1102 -0.0456 3.6288
C 2.3417 -0.3316 2.5364
O 1.8445 -0.3810 1.3656
C 3.7481 -0.4514 2.7532
Cl 4.7524 -0.6534 1.3399
C 4.3463 -0.4325 3.9957
H 1.5698 -0.0298 5.8886
H 5.4192 -0.5422 4.0775
C -1.1271 -2.6956 -4.2373
C -0.1782 -1.6413 -4.7398
C 0.4748 -1.8304 -5.9559
C 1.3452 -0.8767 -6.4692
C 1.5754 0.2850 -5.7500
C 0.9437 0.4764 -4.5261
C 0.0502 -0.4582 -4.0053
P -0.4598 -0.2982 -2.2116
C 0.3357 1.1252 -1.5068
C 1.7350 0.8724 -1.2752
C 2.6302 1.8334 -0.9591
C 2.1480 3.1980 -0.8313
C 0.8672 3.5346 -1.0317
C -0.2268 2.5504 -1.3952
C -0.8821 3.0272 -2.7084
C -2.2825 -0.0908 -2.3376
C -2.8776 0.0171 -3.6014
C -4.2493 -0.0570 -3.7802
C -5.0659 -0.2435 -2.6720
C -4.4905 -0.3297 -1.4145
C -3.1055 -0.2498 -1.2046
C -2.6161 -0.3195 0.2245
H -0.9628 -3.6487 -4.7450
H -2.1692 -2.3977 -4.3858
H -0.9962 -2.8411 -3.1653
H 0.3024 -2.7516 -6.5054
H 1.8483 -1.0495 -7.4142
H 2.2574 1.0373 -6.1285
H 1.1631 1.3631 -3.9432
H 2.0861 -0.1527 -1.3866
H 3.6662 1.5859 -0.7672
H 2.8615 3.9749 -0.5714
H 0.5466 4.5693 -0.9213
H -1.2265 4.0610 -2.6020
H -1.7362 2.4039 -2.9841
H -0.1584 3.0076 -3.5257
H -2.2444 0.1627 -4.4686
H -4.6726 0.0251 -4.7751
H -6.1427 -0.3086 -2.7839
H -5.1254 -0.4502 -0.5425
H -3.0854 -1.1611 0.7326
H -2.8710 0.6017 0.7561
C 2.5610 8.0409 -1.5920
C 1.6154 7.7998 -0.4425
C 1.8509 6.7938 0.4875
C 0.9808 6.5403 1.5393
C -0.1647 7.3130 1.6895
N -1.0769 7.1433 2.7458
C -1.0852 6.1542 3.7336
O -1.3030 6.4852 4.9053
N -0.9281 4.8785 3.3543
C -1.0343 4.2185 2.0719
C -1.8511 4.6995 0.9979
C -2.0153 3.9552 -0.1096
C -1.3632 2.6008 -0.2775
N -0.8590 2.0763 0.9776
C -0.6195 2.9070 1.9832
C -0.4105 8.3289 0.7676
C 0.4678 8.5685 -0.2770
H 3.5218 7.5575 -1.4122
H 2.7391 9.1082 -1.7437
H 2.1615 7.6341 -2.5248
H 2.7383 6.1790 0.3922
H 1.1980 5.7469 2.2419
H -1.4934 7.9889 3.0951
H -0.8791 4.2648 4.1516
H -2.3715 5.6477 1.0933
H -2.6737 4.3074 -0.8954
H -2.1169 1.9119 -0.6760
H -0.1239 2.4653 2.8498
H -1.3073 8.9317 0.8722
H 0.2484 9.3640 -0.9834
C -1.5824 -4.5989 -1.1168
C -1.5829 -4.9105 0.3864
C -2.8874 -4.2885 0.9327
C -1.6141 -6.4248 0.5990
P -0.1276 -3.9180 1.1289
N -0.4717 -2.4331 1.1948
C 0.1606 -4.6136 2.8931
C -1.2144 -4.5778 3.5882
C 0.7496 -6.0196 3.0363
C 1.0382 -3.5992 3.6600
C 1.4384 -4.3270 0.1156
C 2.6442 -3.8586 0.9491
C 1.4438 -3.4492 -1.1470
C 1.6482 -5.7920 -0.2719
H -2.5281 -4.9362 -1.5562
H -0.7737 -5.0896 -1.6568
H -1.5066 -3.5191 -1.2719
H -3.6819 -4.3782 0.1835
H -2.7316 -3.2283 1.1414
H -3.2328 -4.7780 1.8445
H -2.4594 -6.8407 0.0350
H -1.7657 -6.6884 1.6463
H -0.7095 -6.9233 0.2490
H -1.8655 -5.3907 3.2631
H -1.7167 -3.6260 3.4006
H -1.0698 -4.6821 4.6695
H 0.2124 -6.7697 2.4566
H 0.6962 -6.3191 4.0912
H 1.8003 -6.0544 2.7455
H 0.8381 -2.5862 3.3083
H 2.1032 -3.7974 3.5573
H 0.7973 -3.6373 4.7292
H 2.4958 -2.8442 1.3289
H 3.5309 -3.8437 0.3059
H 2.8559 -4.5269 1.7830
H 1.0400 -2.4613 -0.9382
H 0.8695 -3.8829 -1.9637
H 2.4744 -3.3207 -1.4976
H 1.6340 -6.4565 0.5935
H 2.6326 -5.8927 -0.7464
H 0.9057 -6.1478 -0.9858
*
```

Calculated values
Energy relative to the best compared isomer or geometry (same formula, charge and spin) in kJ/mol: 374.7
E_LUMO in eV: 3.99
E_HOMO in eV: -0.72
Total energy in eV: -125823.545
Gap between HOMO and LUMO in eV: 4.713

Results of the Löwdin charge analysis, in e, for atoms 1 through 5: atom 1 (Tl): 0.81, atom 2 (Cl): 0.58, atom 3 (C): -0.69, atom 4 (C): -0.15, atom 5 (C): -0.56


[2]
The following is a DFT calculation (ωB97M-V with the def2-TZVPD basis set) of a molecular structure, C52H64As2NP2S3SbTi.

```
! RIJCOSX wB97M-V def2-TZVPD def2/J DEFGRID3
* xyz -1 2
Ti -0.9772 0.5000 0.6851
C 0.4970 -2.7935 -3.5441
C 0.1325 -2.5731 -2.0737
C 1.4188 -2.6198 -1.2665
P -0.9412 -1.0915 -1.6777
C -2.6079 -1.5683 -2.4278
C -2.7773 -3.0515 -2.7607
C -3.7949 -1.1776 -1.5516
C -0.3524 0.2329 -2.7662
C -0.3994 0.0825 -4.1539
C -0.0130 1.0698 -5.0391
C -0.0661 0.8698 -6.5250
C 0.4263 2.2630 -4.4700
C 0.4519 2.4630 -3.1076
C 0.0450 1.4634 -2.1905
N -0.0676 1.6892 -0.8175
C 0.1666 3.0485 -0.4297
C 1.4010 3.6798 -0.5347
C 1.5328 5.0119 -0.1755
C 0.4583 5.7545 0.2958
C 0.6153 7.1935 0.6961
C -0.7647 5.1102 0.4346
C -0.9101 3.7715 0.0960
P -2.2990 2.6942 0.4965
C -3.5058 2.8002 -0.9059
C -2.9347 2.3381 -2.2359
C -4.1273 4.1892 -1.0904
C -3.2096 3.6285 1.8011
C -2.4311 3.9481 3.0754
C -4.5859 3.0470 2.1232
H 1.0634 -3.7265 -3.6128
H -0.3478 -2.8716 -4.2248
H 1.1478 -1.9951 -3.9027
H -0.5032 -3.4004 -1.7415
H 2.1223 -1.8603 -1.6132
H 1.2180 -2.4972 -0.2037
H 1.9037 -3.5889 -1.4075
H -2.6516 -0.9890 -3.3576
H -2.7475 -3.6568 -1.8539
H -3.7664 -3.1945 -3.2029
H -2.0450 -3.4444 -3.4610
H -3.8066 -1.7678 -0.6351
H -3.8004 -0.1301 -1.2579
H -4.7150 -1.3824 -2.1040
H -0.7781 -0.8477 -4.5604
H -0.5410 -0.0798 -6.7720
H -0.6310 1.6618 -7.0207
H 0.9333 0.8611 -6.9665
H 0.7357 3.0810 -5.1129
H 0.7573 3.4342 -2.7591
H 2.2527 3.1397 -0.9117
H 2.5060 5.4834 -0.2651
H 1.6045 7.5679 0.4344
H -0.1241 7.8282 0.2051
H 0.4881 7.3180 1.7732
H -1.6052 5.6564 0.8483
H -4.2926 2.0983 -0.6000
H -2.1882 3.0382 -2.6176
H -2.4595 1.3616 -2.1826
H -3.7445 2.2754 -2.9670
H -3.3549 4.9583 -1.1756
H -4.7073 4.2097 -2.0163
H -4.7992 4.4654 -0.2799
H -3.3761 4.5825 1.2820
H -2.4481 3.1070 3.7625
H -1.3942 4.2212 2.8844
H -2.9285 4.7879 3.5682
H -4.5047 2.0704 2.5945
H -5.0795 3.7091 2.8377
H -5.2259 2.9691 1.2431
S -3.4751 1.0292 5.0270
Sb -1.8958 -0.1033 3.8273
S -2.9743 -0.2640 1.4845
S -0.2173 1.4668 2.5771
C 3.0796 0.5146 2.7580
C 2.5322 -0.3783 3.7873
As -0.3576 -2.5001 1.9751
C -1.8189 -3.7267 1.5001
C -1.6302 -4.6943 0.5122
C -2.6337 -5.5904 0.1624
C -3.8658 -5.5260 0.7929
C -4.0758 -4.5721 1.7797
C -3.0637 -3.6919 2.1289
C 0.4236 -3.5919 3.4132
C 0.6724 -3.0848 4.6878
C 1.2952 -3.8492 5.6646
C 1.6688 -5.1575 5.3988
C 1.4145 -5.6900 4.1415
C 0.8127 -4.9132 3.1650
As 2.5365 -0.1521 0.9580
C 3.5827 1.0777 -0.1646
C 3.4216 0.9945 -1.5466
C 4.0814 1.8659 -2.3998
C 4.9096 2.8502 -1.8801
C 5.0733 2.9493 -0.5066
C 4.4140 2.0703 0.3439
C 3.8154 -1.6464 0.9555
C 3.4179 -2.8628 1.5052
C 4.3173 -3.9149 1.6023
C 5.6175 -3.7692 1.1398
C 6.0177 -2.5637 0.5834
C 5.1231 -1.5052 0.4957
H 4.1720 0.5332 2.7783
H 2.6796 1.5255 2.8519
H 1.5488 -0.1927 4.1891
H 3.0086 -1.3225 4.0058
H -0.6659 -4.7538 0.0190
H -2.4518 -6.3354 -0.6044
H -4.6545 -6.2196 0.5268
H -5.0331 -4.5131 2.2828
H -3.2466 -2.9575 2.9037
H 0.3611 -2.0752 4.9284
H 1.4768 -3.4206 6.6434
H 2.1479 -5.7571 6.1625
H 1.6980 -6.7119 3.9161
H 0.6454 -5.3333 2.1781
H 2.7492 0.2589 -1.9716
H 3.9272 1.7887 -3.4689
H 5.4179 3.5409 -2.5411
H 5.7106 3.7195 -0.0893
H 4.5558 2.1763 1.4123
H 2.3959 -2.9951 1.8538
H 3.9910 -4.8470 2.0476
H 6.3167 -4.5929 1.2167
H 7.0310 -2.4432 0.2175
H 5.4525 -0.5696 0.0649
*
```

Calculated values
Energy relative to the best compared isomer or geometry (same formula, charge and spin) in kJ/mol: 361.8
E_LUMO (alpha / beta) in eV: 2.05 / 2.04
E_HOMO (alpha / beta) in eV: -3.05 / -3.05
Total energy in eV: -258869.861
Gap between HOMO and LUMO (alpha / beta) in eV: 5.094 / 5.090

Results of the Löwdin charge analysis, in e, for atoms 1 through 5: atom 1 (Ti): -0.02, atom 2 (C): -0.12, atom 3 (C): -0.52, atom 4 (C): -0.17, atom 5 (P): 1.10